1.
Below is a single C18H20N2O3 molecule, with properties calculated with ωB97M-V/def2-TZVPD.

Summary:
- 2S+1: 1
- Relative energy (zero: lowest compared OMol25 entry of this formula, charge and spin): 2.970 eV
- HOMO level: -0.3024 hartree
- SMILES: COc1ccc(C/C(N)=N/OC(=O)CCc2ccccc2)cc1
- Total energy: -1033.10142 a.u.
- Gap between HOMO and LUMO: 9.0419 eV

Last columns: bonded neighbours and bond lengths (Å).
Cartesian coordinates (Å):
1 C -4.256 -3.116 0.324  O2 1.406, H24 1.089, H25 1.095, H26 1.095
2 O -4.483 -1.818 0.815  C1 1.406, C3 1.364
3 C -3.730 -0.794 0.321  O2 1.364, C4 1.390, C23 1.394
4 C -2.764 -0.921 -0.671  C3 1.390, C5 1.384, H27 1.079
5 C -2.061 0.193 -1.094  C4 1.384, C6 1.386, H28 1.080
6 C -2.297 1.445 -0.548  C5 1.386, C7 1.504, C22 1.389
7 C -1.501 2.633 -1.012  C6 1.504, C8 1.513, H29 1.093, H30 1.094
8 C -0.081 2.601 -0.490  C7 1.513, N9 1.358, N10 1.272
9 N 0.768 3.522 -1.012  C8 1.358, H31 1.007, H32 1.013
10 N 0.118 1.759 0.443  C8 1.272, O11 1.408
11 O 1.360 1.586 1.084  N10 1.408, C12 1.324
12 C 2.497 1.391 0.434  O11 1.324, O13 1.211, C14 1.514
13 O 2.689 1.607 -0.742  C12 1.211
14 C 3.537 0.828 1.380  C12 1.514, C15 1.539, H33 1.090, H34 1.091
15 C 3.074 -0.555 1.870  C14 1.539, C16 1.505, H35 1.092, H36 1.091
16 C 2.717 -1.427 0.696  C15 1.505, C17 1.389, C21 1.389
17 C 1.401 -1.523 0.261  C16 1.389, C18 1.384, H37 1.081
18 C 1.087 -2.277 -0.856  C17 1.384, C19 1.384, H38 1.080
19 C 2.081 -2.946 -1.549  C18 1.384, C20 1.384, H39 1.080
20 C 3.394 -2.859 -1.118  C19 1.384, C21 1.383, H40 1.080
21 C 3.708 -2.102 -0.004  C16 1.389, C20 1.383, H41 1.081
22 C -3.265 1.564 0.440  C6 1.389, C23 1.379, H42 1.080
23 C -3.976 0.464 0.870  C3 1.394, C22 1.379, H43 1.079
24 H -4.943 -3.762 0.868  C1 1.089
25 H -3.228 -3.443 0.511  C1 1.095
26 H -4.470 -3.185 -0.748  C1 1.095
27 H -2.552 -1.879 -1.120  C4 1.079
28 H -1.306 0.079 -1.859  C5 1.080
29 H -1.967 3.561 -0.671  C7 1.093
30 H -1.460 2.654 -2.105  C7 1.094
31 H 0.467 4.005 -1.843  N9 1.007
32 H 1.758 3.314 -0.976  N9 1.013
33 H 4.476 0.749 0.832  C14 1.090
34 H 3.660 1.501 2.229  C14 1.091
35 H 3.878 -1.010 2.452  C15 1.092
36 H 2.202 -0.427 2.513  C15 1.091
37 H 0.617 -0.999 0.789  C17 1.081
38 H 0.061 -2.337 -1.187  C18 1.080
39 H 1.835 -3.532 -2.422  C19 1.080
40 H 4.175 -3.378 -1.654  C20 1.080
41 H 4.735 -2.033 0.326  C21 1.081
42 H -3.464 2.529 0.882  C22 1.080
43 H -4.728 0.549 1.637  C23 1.079

Atom charges from the Mulliken analysis, given in e for atoms 1 to 8:
1 C -0.806
2 O -0.467
3 C 0.881
4 C -0.595
5 C -0.275
6 C 0.415
7 C -1.314
8 C 0.701

2.
Below is a single C18H20N2O4 molecule, with properties calculated with ωB97M-V/def2-TZVPD.

Summary:
- 2S+1: 1
- Relative energy (zero: lowest compared OMol25 entry of this formula, charge and spin): 8.715 eV
- HOMO level: -0.3351 hartree
- SMILES: N[C@@H](Cc1ccccc1)C(=O)N[C@@H](Cc1ccc(O)cc1)C(=O)O
- Total energy: -1108.12699 a.u.
- Gap between HOMO and LUMO: 9.6079 eV

Last columns: bonded neighbours and bond lengths (Å).
Cartesian coordinates (Å):
1 N 2.131 -2.295 1.177  C2 1.569, H25 1.114, H26 0.993
2 C 1.871 -0.877 0.558  N1 1.569, C3 1.518, C10 1.537, H27 1.065
3 C 2.827 -0.610 -0.590  C2 1.518, C4 1.532, H28 1.018, H29 1.104
4 C 4.296 -0.200 -0.443  C3 1.532, C5 1.367, C9 1.489
5 C 4.608 1.127 -0.547  C4 1.367, C6 1.452, H30 1.034
6 C 5.927 1.641 -0.225  C5 1.452, C7 1.440, H31 1.207
7 C 7.093 0.796 -0.231  C6 1.440, C8 1.432, H32 1.043
8 C 6.818 -0.602 -0.367  C7 1.432, C9 1.455, H33 1.194
9 C 5.462 -1.126 -0.437  C4 1.489, C8 1.455, H34 1.143
10 C 0.358 -0.707 0.350  C2 1.537, O11 1.409, N12 1.475
11 O -0.537 -1.788 0.481  C10 1.409
12 N 0.069 0.687 -0.036  C10 1.475, C13 1.533, H35 1.099
13 C -1.456 0.760 -0.176  N12 1.533, C14 1.560, C22 1.514, H36 1.178
14 C -2.174 0.329 1.140  C13 1.560, C15 1.569, H37 1.077, H38 1.217
15 C -3.601 -0.036 0.599  C14 1.569, C16 1.399, C21 1.434
16 C -3.796 -1.164 -0.205  C15 1.399, C17 1.490, H39 1.218
17 C -5.109 -1.555 -0.793  C16 1.490, C18 1.278, H40 1.029
18 C -6.039 -0.698 -0.611  C17 1.278, O19 1.414, C20 1.482
19 O -7.217 -0.979 -1.340  C18 1.414, H41 1.021
20 C -5.883 0.503 0.244  C18 1.482, C21 1.320, H42 1.110
21 C -4.731 0.825 0.802  C15 1.434, C20 1.320, H43 1.142
22 C -1.853 2.219 -0.105  C13 1.514, O23 1.218, O24 1.392
23 O -0.924 2.962 0.155  C22 1.218
24 O -3.143 2.736 -0.007  C22 1.392, H44 1.039
25 H 1.513 -2.220 2.101  N1 1.114
26 H 1.568 -2.809 0.542  N1 0.993
27 H 2.115 -0.054 1.190  C2 1.065
28 H 2.408 0.069 -1.223  C3 1.018
29 H 2.790 -1.418 -1.342  C3 1.104
30 H 4.003 1.823 -1.013  C5 1.034
31 H 5.896 2.831 -0.425  C6 1.207
32 H 8.039 1.236 -0.231  C7 1.043
33 H 7.589 -1.479 -0.113  C8 1.194
34 H 5.079 -2.169 -0.166  C9 1.143
35 H 0.660 1.539 -0.400  N12 1.099
36 H -1.908 0.132 -1.063  C13 1.178
37 H -1.814 -0.584 1.583  C14 1.077
38 H -2.088 1.100 2.078  C14 1.217
39 H -2.735 -1.748 -0.336  C16 1.218
40 H -5.135 -2.491 -1.222  C17 1.029
41 H -8.007 -0.461 -0.951  O19 1.021
42 H -6.756 1.187 0.244  C20 1.110
43 H -4.660 1.783 1.419  C21 1.142
44 H -3.557 1.785 -0.063  O24 1.039

Atom charges from the Mulliken analysis, given in e for atoms 1 to 8:
1 N -0.735
2 C 0.282
3 C -1.787
4 C 0.361
5 C -0.385
6 C -0.456
7 C -0.415
8 C -0.324